# 1
{"formula": "C15H20N2O5RuS", "method": "wB97M-V/def2-TZVPD", "species": ["Ru", "C", "N", "C", "C", "O", "C", "O", "C", "C", "O", "N", "C", "C", "H", "H", "H", "H", "H", "H", "H", "H", "H", "H", "H", "H", "H", "H", "H", "H", "O", "C", "O", "C", "C", "C", "C", "C", "C", "S", "H", "H", "H", "H"], "coordinates": [[-0.577, -0.084, -0.300], [-0.869, -3.378, 3.202], [0.232, -2.432, 3.261], [1.118, -2.549, 4.397], [0.437, -1.628, 2.221], [-0.264, -1.721, 1.204], [1.529, -0.554, 2.339], [1.635, 0.166, 1.119], [1.921, 1.549, 1.234], [0.613, 2.370, 1.222], [-0.462, 1.767, 1.072], [0.652, 3.686, 1.377], [1.845, 4.467, 1.602], [-0.582, 4.451, 1.320], [-1.293, -3.490, 4.198], [-0.534, -4.351, 2.839], [-1.635, -3.003, 2.525], [0.552, -2.941, 5.241], [1.541, -1.590, 4.683], [1.932, -3.245, 4.179], [2.499, -1.025, 2.556], [1.253, 0.114, 3.166], [2.511, 1.804, 0.345], [2.511, 1.751, 2.136], [2.742, 3.925, 1.321], [1.913, 4.758, 2.654], [1.785, 5.376, 1.002], [-1.431, 3.777, 1.235], [-0.562, 5.108, 0.451], [-0.685, 5.054, 2.222], [-3.741, -0.635, -2.885], [-2.617, -0.237, -2.671], [-2.182, 0.251, -1.580], [-1.610, -0.296, -3.836], [-2.198, -0.468, -5.084], [-1.434, -0.586, -6.233], [-0.049, -0.542, -6.146], [0.551, -0.366, -4.920], [-0.209, -0.227, -3.743], [0.764, 0.007, -2.319], [-3.276, -0.516, -5.124], [-1.919, -0.721, -7.187], [0.559, -0.650, -7.032], [1.625, -0.332, -4.833]], "mulliken_charge": [1.138, -1.007, 0.130, -0.887, 0.847, -0.873, -0.904, -0.356, -1.158, 1.217, -0.864, 0.112, -1.015, -0.996, 0.364, 0.346, 0.322, 0.267, 0.364, 0.337, 0.507, 0.479, 0.480, 0.605, 0.373, 0.323, 0.348, 0.288, 0.343, 0.339, -0.575, 0.751, -0.720, 0.352, -0.637, -0.526, -0.578, -0.798, 0.862, -0.276, 0.458, 0.404, 0.377, 0.437], "multiplicity": 2, "mol_weight_g_mol": 441.47, "total_energy_ha": -1562.08909, "homo_ev": [-10.88, -10.93], "total_charge": 1, "max_force_ev_per_a": 4.3}


# 2
{"formula": "C15H20N4O2", "method": "wB97M-V/def2-TZVPD", "species": ["C", "C", "C", "C", "C", "C", "O", "C", "C", "C", "C", "C", "C", "H", "H", "C", "O", "N", "C", "N", "C", "N", "N", "H", "H", "H", "H", "H", "H", "H", "H", "H", "H", "H", "H", "H", "H", "H", "H", "H", "H"], "coordinates": [[3.075, -5.306, -0.495], [2.574, -4.175, -1.384], [1.088, -3.900, -1.171], [0.583, -2.765, -2.057], [-0.905, -2.496, -1.849], [-1.386, -1.316, -2.697], [-0.732, -0.106, -2.368], [-1.063, 0.566, -1.244], [-2.111, 0.247, -0.379], [-2.353, 1.036, 0.723], [-1.564, 2.153, 1.012], [-0.518, 2.472, 0.142], [-0.278, 1.691, -0.964], [0.523, 1.930, -1.646], [0.102, 3.330, 0.342], [-1.938, 2.917, 2.208], [-2.948, 2.700, 2.846], [-1.105, 3.956, 2.654], [-1.404, 4.769, 3.708], [-0.454, 5.627, 3.918], [0.469, 5.323, 2.951], [0.115, 4.322, 2.176], [1.599, 6.050, 2.794], [2.333, 5.630, 2.251], [1.869, 6.608, 3.586], [-2.314, 4.681, 4.263], [-3.166, 0.798, 1.392], [-2.746, -0.606, -0.560], [-1.126, -1.486, -3.745], [-2.474, -1.201, -2.625], [-1.087, -2.285, -0.793], [-1.487, -3.377, -2.124], [1.143, -1.853, -1.835], [0.761, -3.015, -3.105], [0.917, -3.645, -0.122], [0.519, -4.808, -1.387], [3.142, -3.266, -1.171], [2.746, -4.433, -2.432], [4.134, -5.487, -0.665], [2.934, -5.057, 0.555], [2.532, -6.225, -0.704]], "mulliken_charge": [-1.285, -0.324, -0.653, -0.662, -0.498, -0.863, -0.474, 0.967, -0.225, -1.112, 0.338, -0.331, -0.743, 0.438, 0.529, 0.533, -0.630, 0.587, 0.034, -0.668, 0.231, -1.021, -0.421, 0.250, 0.253, 0.461, 0.411, 0.360, 0.447, 0.386, 0.318, 0.465, 0.289, 0.284, 0.346, 0.317, 0.319, 0.321, 0.381, 0.320, 0.325], "multiplicity": 1, "mol_weight_g_mol": 288.35, "e_above_lowest_kcal_mol": 35.1, "total_energy_ha": -953.10617, "smiles": "CCCCCCOc1ccc(C(=O)n2cnc(N)n2)cc1", "homo_ev": -8.74, "max_force_ev_per_a": 1.2}


# 3
{"formula": "C15H20N4O2", "method": "wB97M-V/def2-TZVPD", "species": ["O", "C", "N", "C", "N", "C", "C", "C", "C", "C", "C", "H", "H", "H", "H", "C", "N", "C", "C", "N", "C", "C", "H", "H", "H", "H", "C", "H", "C", "O", "H", "H", "H", "H", "H", "H", "H", "H", "H", "H", "H"], "coordinates": [[0.628, -1.176, 3.632], [0.817, -0.510, 2.636], [-0.011, 0.572, 2.347], [0.112, 1.360, 1.237], [1.042, 1.200, 0.369], [1.934, 0.171, 0.539], [2.936, -0.018, -0.420], [3.834, -1.051, -0.282], [3.760, -1.920, 0.806], [2.781, -1.751, 1.759], [1.861, -0.708, 1.636], [2.699, -2.407, 2.612], [4.473, -2.725, 0.899], [4.606, -1.192, -1.025], [2.979, 0.663, -1.256], [-0.934, 2.431, 1.037], [-2.054, 2.090, 0.186], [-1.851, 2.146, -1.248], [-1.295, 0.855, -1.850], [-2.165, -0.261, -1.504], [-2.254, -0.392, -0.061], [-2.810, 0.907, 0.535], [-2.880, 0.823, 1.622], [-3.820, 1.050, 0.136], [-2.939, -1.211, 0.174], [-1.271, -0.637, 0.382], [-1.752, -1.500, -2.133], [-0.691, -1.740, -1.913], [-1.963, -1.484, -3.651], [-0.946, -0.835, -4.375], [-0.100, -1.242, -4.156], [-2.064, -2.522, -4.001], [-2.883, -0.945, -3.881], [-2.369, -2.300, -1.715], [-1.271, 0.950, -2.936], [-0.267, 0.689, -1.490], [-1.187, 2.978, -1.483], [-2.833, 2.341, -1.693], [-0.445, 3.304, 0.599], [-1.340, 2.712, 2.017], [-0.754, 0.750, 3.013]], "mulliken_charge": [-0.698, 0.384, 0.065, 0.509, -0.574, 0.400, -0.319, -0.463, -0.532, -0.695, 0.311, 0.470, 0.405, 0.391, 0.495, -1.437, 0.218, -1.195, -0.084, -0.065, -0.421, -1.181, 0.429, 0.404, 0.582, 0.190, -0.475, 0.322, -0.863, -0.518, 0.325, 0.377, 0.341, 0.426, 0.615, -0.053, 0.415, 0.405, 0.425, 0.403, 0.267], "multiplicity": 1, "mol_weight_g_mol": 288.35, "e_above_lowest_kcal_mol": 33.0, "total_energy_ha": -953.10944, "smiles": "O=c1[nH]c(CN2CCN(CCO)CC2)nc2ccccc12", "homo_ev": -8.33, "max_force_ev_per_a": 0.7}


# 4
{"formula": "C15H20N4O3S2", "method": "wB97M-V/def2-TZVPD", "species": ["C", "C", "H", "H", "C", "C", "O", "N", "C", "N", "N", "C", "S", "S", "O", "O", "N", "C", "C", "C", "C", "C", "C", "C", "H", "H", "H", "H", "H", "H", "H", "H", "H", "H", "C", "C", "H", "H", "H", "H", "H", "H", "H", "H"], "coordinates": [[4.395, 3.985, 2.731], [3.136, 3.491, 2.030], [2.299, 4.137, 2.301], [3.255, 3.561, 0.950], [2.758, 2.054, 2.408], [1.444, 1.691, 1.758], [0.942, 2.265, 0.819], [0.831, 0.582, 2.301], [-0.255, 0.021, 1.702], [-0.772, -1.116, 2.053], [-1.769, -1.489, 1.269], [-2.046, -0.645, 0.343], [-1.031, 0.776, 0.333], [-3.136, -0.907, -1.049], [-3.721, -2.200, -0.973], [-3.978, 0.237, -1.207], [-2.028, -0.827, -2.302], [-0.748, -1.363, -2.096], [-0.647, -2.603, -1.476], [0.595, -3.140, -1.196], [1.742, -2.446, -1.542], [1.638, -1.221, -2.177], [0.403, -0.654, -2.461], [0.311, 0.690, -3.122], [-0.164, 1.417, -2.462], [-0.264, 0.631, -4.046], [1.306, 1.056, -3.364], [2.534, -0.683, -2.452], [2.716, -2.858, -1.323], [0.664, -4.098, -0.705], [-1.553, -3.123, -1.208], [-2.049, 0.078, -2.747], [1.232, 0.079, 3.080], [2.631, 1.999, 3.496], [3.806, 0.998, 2.000], [3.995, 0.874, 0.492], [4.708, 0.083, 0.275], [4.375, 1.799, 0.069], [3.055, 0.631, 0.001], [4.757, 1.255, 2.468], [3.502, 0.026, 2.398], [4.545, 5.040, 2.519], [4.309, 3.863, 3.809], [5.276, 3.447, 2.391]], "mulliken_charge": [-1.362, -0.654, 0.429, 0.294, 0.415, 0.005, -0.684, -0.056, 0.404, -0.621, -0.308, 0.471, 0.002, 1.129, -0.608, -0.662, -0.316, -0.083, -0.376, -0.590, -0.730, -0.477, 1.039, -1.808, 0.362, 0.433, 0.404, 0.346, 0.418, 0.403, 0.603, 0.392, 0.294, 0.504, -0.770, -0.977, 0.421, 0.295, 0.125, 0.417, 0.449, 0.400, 0.320, 0.309], "multiplicity": 1, "mol_weight_g_mol": 368.48, "e_above_lowest_kcal_mol": 59.9, "total_energy_ha": -1824.70049, "smiles": "CCC(CC)C(=O)Nc1nnc(S(=O)(=O)Nc2ccccc2C)s1", "homo_ev": -8.83, "max_force_ev_per_a": 1.7}


# 5
{"formula": "C15H20O2", "method": "wB97M-V/def2-TZVPD", "species": ["O", "O", "C", "C", "C", "C", "C", "C", "C", "C", "C", "C", "C", "C", "C", "C", "C", "H", "H", "H", "H", "H", "H", "H", "H", "H", "H", "H", "H", "H", "H", "H", "H", "H", "H", "H", "H"], "coordinates": [[3.085, -0.588, -1.789], [1.259, -0.244, 2.150], [2.586, 0.710, -1.523], [2.483, -1.489, -0.955], [1.954, 0.650, -0.324], [1.881, -0.772, 0.057], [-3.051, -0.889, -1.130], [-0.894, -0.345, -2.537], [-1.556, -0.524, -1.150], [0.368, 2.048, 2.769], [1.506, 1.690, 0.676], [-1.266, 0.841, -0.309], [-0.894, -1.695, -0.242], [0.578, 1.000, 1.645], [1.057, -1.262, 1.206], [-0.690, 0.420, 1.128], [-0.350, -1.051, 1.078], [2.783, 1.446, -2.236], [2.708, -2.564, -0.974], [-3.590, -1.100, -0.152], [-3.722, -0.227, -1.598], [-3.171, -1.901, -1.535], [-1.341, 0.417, -3.069], [0.178, -0.012, -2.415], [-0.972, -1.342, -3.091], [-0.312, 1.760, 3.630], [1.333, 2.362, 3.219], [-0.187, 2.866, 2.322], [1.103, 2.661, 0.237], [2.407, 2.097, 1.179], [-2.282, 1.351, -0.122], [-0.528, 1.497, -0.744], [-1.533, -2.556, 0.059], [-0.098, -2.260, -0.827], [1.423, -2.271, 1.478], [-1.445, 0.752, 1.884], [-0.808, -1.475, 2.007]], "mulliken_charge": [-0.365, -0.627, -1.308, -0.804, 0.842, 0.493, -1.968, -1.476, 2.062, -1.671, -1.424, -1.523, -1.497, 1.545, -0.256, -0.271, 0.150, 0.507, 0.406, 0.378, 0.467, 0.434, 0.485, 0.138, 0.320, 0.367, 0.387, 0.399, 0.331, 0.520, 0.277, 0.508, 0.402, 0.273, 0.530, 0.419, 0.552], "multiplicity": 1, "mol_weight_g_mol": 232.32, "e_above_lowest_kcal_mol": 74.1, "total_energy_ha": -733.94370, "smiles": "CC1(C)C[C@H]2[C@@H]3O[C@@](C)(Cc4cocc43)[C@H]2C1", "homo_ev": -8.68, "max_force_ev_per_a": 5.6}


# 6
{"formula": "C15H20O3", "method": "wB97M-V/def2-TZVPD", "species": ["C", "C", "O", "C", "C", "C", "C", "O", "O", "H", "H", "H", "H", "H", "H", "H", "H", "H", "C", "C", "C", "C", "C", "C", "C", "C", "C", "H", "H", "H", "H", "H", "H", "H", "H", "H", "H", "H"], "coordinates": [[-4.340, -1.071, -2.766], [-3.021, -0.328, -2.748], [-1.912, -1.189, -2.695], [-0.762, -0.444, -2.717], [0.453, -1.194, -2.712], [1.748, -0.640, -2.754], [2.930, -1.556, -2.760], [1.973, 0.563, -2.789], [-0.784, 0.781, -2.749], [-5.194, -0.396, -2.796], [-4.400, -1.724, -3.637], [-4.439, -1.700, -1.882], [-2.888, 0.297, -3.643], [-2.940, 0.349, -1.886], [0.344, -2.263, -2.688], [2.634, -2.603, -2.752], [3.538, -1.374, -3.645], [3.557, -1.363, -1.890], [-1.399, 0.571, 1.256], [-0.145, 1.301, 1.593], [0.014, 2.660, 1.000], [0.758, 0.767, 2.517], [2.038, 1.346, 2.769], [2.912, 0.781, 3.660], [2.570, -0.365, 4.362], [1.328, -0.948, 4.158], [0.445, -0.411, 3.259], [-1.215, -0.498, 1.138], [-2.151, 0.709, 2.034], [-1.825, 0.918, 0.313], [1.047, 3.001, 0.996], [-0.317, 2.683, -0.040], [-0.577, 3.391, 1.556], [2.341, 2.221, 2.225], [3.880, 1.231, 3.810], [3.266, -0.802, 5.060], [1.055, -1.833, 4.708], [-0.522, -0.864, 3.135]], "mulliken_charge": [-1.285, 0.148, -0.396, 0.440, -0.379, 0.678, -1.087, -0.715, -0.670, 0.384, 0.312, 0.297, 0.291, 0.051, 0.195, 0.280, 0.265, 0.228, -1.415, 1.538, -1.289, 0.618, -0.297, -0.839, -0.259, -0.818, -0.174, 0.464, 0.437, 0.148, 0.348, 0.353, 0.364, 0.211, 0.397, 0.420, 0.388, 0.371], "multiplicity": 1, "mol_weight_g_mol": 248.32, "e_above_lowest_kcal_mol": 116.6, "total_energy_ha": -809.14881, "homo_ev": -5.53, "max_force_ev_per_a": 2.8}